One molecule with the formula C5H10ClNO2, computed with ωB97M-V with the def2-TZVPD basis set.

Computed properties:
SMILES string	CO[C@H](N=O)C(C)(C)Cl
electronic energy	-861.8006	a.u.
total charge	0
maximum force	4.7	eV Å⁻¹
gap between HOMO and LUMO	8.8	eV
ΔE to the lowest compared entry with this formula, charge and spin	4.159	eV
LUMO	-0.2	eV

Cartesian coordinates (Å):
C 1.425 0.026 -2.364
O 0.764 0.509 -1.196
C 0.168 -0.360 -0.380
N -0.927 -1.300 -1.004
O -1.362 -0.905 -2.077
C -0.483 0.304 0.807
C 0.551 1.049 1.670
C -1.548 -0.561 1.513
Cl -1.462 1.674 0.211
H 0.818 -0.454 -3.152
H 2.065 -0.864 -2.171
H 1.908 0.886 -2.832
H 0.721 -1.161 0.066
H 1.172 1.602 1.031
H 1.366 0.261 2.250
H 0.165 1.694 2.484
H -2.305 0.005 2.135
H -1.066 -1.208 2.265
H -1.968 -1.196 0.746

Löwdin atomic charge list, values in e, 8 entries:
1 C -0.062
2 O -0.124
3 C -0.444
4 N 0.031
5 O 0.017
6 C -0.819
7 C -0.127
8 C -0.114